Arrangement A

This record from the Open Molecules 2025 dataset describes the ion C5H11NOS with charge -1. The level of theory is wB97M-V/def2-TZVPD.

## Properties
Kohn-Sham gap (spin up / spin down) (eV): 2.4 / 8.0
⟨S²⟩: 0.7507
Charge: -1
HOMO (spin up / spin down) (eV): 0.85 / -4.86
Spin multiplicity: 2

Each line ends with the Löwdin spin population.
Positions of all 19 atoms, in Å:
1 O 0.98 3.09 -0.75  0.01
2 C 1.25 1.91 -0.78  0.03
3 N 0.95 1.13 0.35  0.00
4 C 0.82 -0.35 0.27  0.01
5 C -0.70 -0.71 0.15  0.09
6 C -1.65 0.18 -0.78  0.15
7 S -1.89 -0.84 -2.24  0.38
8 C 1.31 -0.91 1.56  0.02
9 H 1.83 1.47 -1.64  0.01
10 H 0.41 1.53 1.08  0.01
11 H 1.32 -0.65 -0.69  0.01
12 H -0.75 -1.71 -0.22  0.01
13 H -1.15 -0.78 1.15  0.04
14 H -1.06 1.13 -1.06  0.01
15 H -2.73 0.15 -0.23  0.10
16 H -3.12 -1.28 -2.01  0.12
17 H 1.06 -1.96 1.52  0.01
18 H 2.36 -0.79 1.85  0.00
19 H 0.74 -0.62 2.48  0.01

---

Arrangement B

This record from the Open Molecules 2025 dataset describes a cluster of 2 separate species, C5H11NOS in total. The level of theory is wB97M-V/def2-TZVPD.

## Properties
Kohn-Sham gap (spin up / spin down) (eV): 6.6 / 6.1
⟨S²⟩: 0.7584
Charge: -1
HOMO (spin up / spin down) (eV): -2.78 / -2.77
Spin multiplicity: 2

Each line ends with the Löwdin spin population.
Positions of all 19 atoms, in Å:
1 C 0.27 0.06 1.44  0.54
2 C 1.70 0.00 0.96  0.08
3 S 1.98 0.34 -0.84  0.04
4 C -0.90 0.16 0.62  0.10
5 N -1.19 -0.78 -0.39  0.00
6 C -1.53 -0.11 -1.66  0.00
7 C -0.40 -1.98 -0.41  0.01
8 O -1.72 1.07 0.80  0.15
9 H 0.16 0.47 2.44  0.03
10 H 1.64 3.91 0.50  0.00
11 H 2.27 -0.87 1.24  0.03
12 H 2.17 0.76 1.60  0.02
13 H 0.95 3.63 0.55  0.00
14 H -1.07 0.87 -1.58  0.00
15 H -1.16 -0.73 -2.47  0.00
16 H -2.59 0.20 -1.66  0.00
17 H -0.90 -2.73 -1.04  0.00
18 H -0.35 -2.38 0.61  0.01
19 H 0.65 -1.88 -0.72  0.00

---

Among the structures shown above, arrangement B is the most stable, with the second-best lying 0.165 eV higher.